1.
Molecular formula: C29H71N4O
Method: DFT, ωB97M-V/def2-TZVPD

```
105
Properties=species:S:1:pos:R:3:forces:R:3
C 3.9729 0.7836 3.7994 0.07 0.01 -0.49
O 2.8493 0.0467 3.1484 -0.07 -0.15 0.29
C 2.6222 0.4694 1.8567 0.24 0.11 0.22
C 1.8128 1.7699 1.7800 0.18 0.10 -0.15
C 0.7966 1.8891 2.8935 -0.05 -0.04 0.08
C -0.1861 0.7267 2.9369 -0.03 -0.01 0.09
H 3.6412 1.8353 3.8622 -0.09 0.26 0.09
H 3.9236 0.4299 4.8327 0.03 -0.18 0.26
H 3.5876 0.6291 1.3579 0.14 -0.01 -0.21
H 2.0900 -0.3217 1.3326 -0.25 -0.31 -0.16
H 2.4973 2.6123 1.8330 0.13 0.22 0.01
H 1.3109 1.8288 0.8102 -0.05 -0.01 -0.23
H 1.3528 1.9288 3.8233 0.04 0.03 0.26
H 0.2568 2.8297 2.7994 -0.09 0.24 -0.07
H -0.2361 0.2255 1.9746 -0.13 -0.10 -0.27
H -1.1879 1.0517 3.2049 -0.22 0.02 0.05
H 0.1381 -0.0149 3.6558 0.09 -0.21 0.12
C -2.3748 1.2421 -0.3802 0.04 0.04 0.04
C -2.7987 2.3616 -1.3142 -0.04 0.00 -0.13
N -3.0019 3.6552 -0.6833 0.12 -0.18 0.08
C -3.6938 4.5998 -1.5299 -0.14 0.10 -0.07
C -2.9921 5.0797 -2.8094 -0.03 0.04 0.02
C -1.8796 4.1866 0.0767 0.06 -0.04 0.05
C -0.5541 4.4518 -0.6552 -0.07 0.04 0.13
H -3.0843 1.1176 0.4392 0.00 0.05 0.03
H -2.3518 0.3140 -0.9515 0.01 -0.03 0.03
H -1.3813 1.3827 0.0450 0.03 0.07 0.01
H -3.7631 2.0687 -1.7453 -0.01 0.11 -0.10
H -2.0877 2.4042 -2.1575 0.00 0.00 0.04
H -3.9482 5.4684 -0.9154 0.00 0.02 -0.01
H -4.6460 4.1371 -1.8109 0.00 -0.01 -0.03
H -2.1884 5.7838 -2.5966 0.00 -0.04 0.00
H -3.7117 5.5875 -3.4550 -0.01 0.01 0.00
H -2.5723 4.2479 -3.3760 0.00 -0.02 0.00
H -1.6869 3.5025 0.9040 0.04 -0.09 -0.01
H -2.2213 5.1136 0.5442 -0.02 0.02 -0.01
H -0.2877 3.6411 -1.3338 -0.02 -0.05 0.00
H 0.2454 4.5315 0.0827 0.04 -0.01 -0.02
H -0.5730 5.3839 -1.2205 -0.01 -0.06 -0.05
C 11.1121 -0.2762 4.0077 -0.01 -0.05 0.02
C 9.7685 -0.5325 3.3391 0.02 -0.06 -0.02
N 8.9513 0.6541 3.2194 0.01 -0.05 -0.06
C 7.5628 0.3737 2.8486 0.01 0.00 0.01
C 7.2992 -0.2341 1.4684 -0.02 -0.01 0.01
C 9.5744 1.7733 2.5463 0.03 0.13 -0.05
C 10.0822 1.5648 1.1080 -0.02 0.04 0.04
H 10.9721 0.1925 4.9829 -0.01 0.03 0.00
H 11.6399 -1.2211 4.1508 0.00 0.00 0.02
H 11.7558 0.3686 3.4079 0.00 0.01 -0.02
H 9.2001 -1.2378 3.9508 0.00 -0.04 -0.02
H 9.9487 -1.0427 2.3749 0.00 0.04 0.02
H 6.9740 1.2837 2.9498 -0.02 0.02 0.03
H 7.1469 -0.2945 3.6029 0.01 -0.02 0.04
H 7.3973 0.4971 0.6645 0.04 0.00 0.01
H 6.2702 -0.5938 1.4551 -0.04 0.03 0.01
H 7.9612 -1.0762 1.2480 0.00 0.00 0.02
H 10.4155 2.1157 3.1567 0.02 -0.02 0.00
H 8.8504 2.5904 2.5596 -0.01 0.02 -0.04
H 10.6160 0.6184 1.0037 0.02 0.00 0.02
H 10.7765 2.3650 0.8393 -0.01 0.01 0.00
H 9.2720 1.5722 0.3813 -0.02 -0.06 0.01
C -6.1598 -3.3066 -3.6128 -0.10 0.05 -0.08
C -6.5970 -1.8834 -3.9245 -0.01 -0.03 -0.06
N -6.2806 -0.9498 -2.8615 0.03 -0.04 -0.07
C -6.9226 0.3411 -3.0080 -0.09 0.10 0.05
C -6.5189 1.2282 -4.1947 0.00 0.00 0.04
C -4.8878 -0.9225 -2.4477 0.14 -0.02 0.04
C -3.8284 -0.5998 -3.5132 0.05 0.02 0.15
H -6.5871 -3.6431 -2.6677 -0.01 0.05 -0.05
H -6.4992 -3.9765 -4.4041 -0.01 -0.02 0.00
H -5.0756 -3.4005 -3.5491 0.00 0.02 -0.01
H -7.6842 -1.8662 -4.0446 -0.01 0.01 -0.04
H -6.1756 -1.5906 -4.9019 0.00 0.01 0.04
H -6.7594 0.8952 -2.0796 0.00 0.02 0.00
H -8.0000 0.1552 -3.0643 0.00 -0.01 -0.03
H -5.5392 1.6833 -4.0526 0.02 -0.03 0.00
H -7.2411 2.0389 -4.3074 -0.01 0.01 0.01
H -6.5024 0.6707 -5.1320 -0.01 -0.02 -0.01
H -4.6477 -1.8897 -2.0008 -0.01 -0.02 0.01
H -4.8101 -0.2055 -1.6270 0.03 0.03 0.00
H -4.0001 -1.1332 -4.4496 -0.05 -0.04 0.02
H -2.8472 -0.9049 -3.1436 0.03 0.01 -0.01
H -3.7706 0.4656 -3.7340 -0.04 -0.01 -0.05
C -4.3052 -5.0472 -1.3329 0.00 -0.01 0.04
C -3.0052 -4.2645 -1.2259 0.00 -0.06 -0.03
N -2.9313 -3.4440 -0.0344 0.02 -0.05 -0.03
C -1.8445 -2.4792 -0.0645 0.01 0.18 -0.04
C -0.4008 -2.9908 -0.0605 -0.02 -0.05 0.02
C -3.1275 -4.1379 1.2253 -0.03 -0.05 0.13
C -2.1783 -5.2982 1.5624 -0.04 0.04 0.01
H -5.1648 -4.3772 -1.2741 0.10 -0.07 0.08
H -4.3411 -5.5718 -2.2892 -0.03 0.01 -0.01
H -4.4003 -5.7962 -0.5464 0.03 -0.02 0.02
H -2.9371 -3.5811 -2.0787 0.05 -0.01 -0.04
H -2.1587 -4.9646 -1.3289 -0.02 0.02 0.02
H -1.9841 -1.7965 0.7768 0.01 0.02 0.03
H -1.9948 -1.8764 -0.9665 0.02 -0.04 -0.01
H -0.0847 -3.3375 0.9222 -0.04 -0.04 0.00
H 0.2722 -2.1805 -0.3371 0.04 0.07 -0.01
H -0.2529 -3.8003 -0.7780 -0.01 0.00 0.00
H -4.1545 -4.5115 1.2466 0.01 -0.02 -0.03
H -3.0741 -3.3840 2.0134 0.02 0.00 0.03
H -2.0195 -5.9515 0.7026 -0.03 -0.01 -0.01
H -2.6087 -5.9061 2.3607 0.00 0.01 0.01
H -1.2051 -4.9509 1.9036 0.02 0.01 -0.05
```
Forces are in eV/Å.

## Properties
Multiplicity = 1
Energy above the lowest of the compared OMol25 structures with the same formula, charge and spin = 0.000 eV
Net charge = -1
Kohn-Sham gap = 3.569 eV

2.
Molecular formula: C4H6N3
Method: DFT, ωB97M-V/def2-TZVPD

```
13
Properties=species:S:1:pos:R:3:forces:R:3
N -2.7815 0.9709 -2.2279 -2.24 0.55 -2.47
C -2.1339 1.0143 -1.3039 1.32 -0.89 1.13
N -1.4056 0.8958 -0.2946 0.65 2.11 1.54
C -0.8568 -0.4354 0.1815 1.14 0.31 -1.99
C 0.5702 -0.4838 0.4216 -1.76 0.87 -0.82
C 1.6912 -0.3360 0.7943 2.34 -1.10 0.78
N 2.9682 -0.3955 1.2329 1.02 -0.59 -3.94
H -3.1298 1.3115 -3.0934 -0.21 -0.18 -0.65
H -1.2800 1.8307 0.1060 0.56 -0.62 0.77
H -1.2711 -0.6267 1.1359 -1.36 -0.69 0.46
H -1.1626 -0.9661 -0.7523 0.20 -0.99 1.53
H 3.0788 -0.7043 2.1289 -0.10 -0.46 3.21
H 3.6288 -1.0447 0.6843 -1.57 1.68 0.45
```
Forces are in eV/Å.

## Properties
SMILES = [NH+]#CNCC#CN
Multiplicity = 1
Energy above the lowest of the compared OMol25 structures with the same formula, charge and spin = 3.630 eV
Net charge = +1
Kohn-Sham gap = 8.782 eV

3.
Molecular formula: C2H3BrClN
Method: DFT, ωB97M-V/def2-TZVPD

```
8
Properties=species:S:1:pos:R:3:forces:R:3
C 0.0061 0.3143 0.2039 0.41 0.12 0.38
C 2.9011 -0.5040 -0.6477 -1.70 -1.19 -3.24
N 0.9265 -0.3843 -0.2888 0.68 -0.97 0.94
Cl 3.1249 -2.0933 -0.0124 0.11 -0.54 0.86
Br 3.7649 0.8018 0.1928 1.12 1.99 1.94
H 0.2585 1.2923 0.5678 0.13 0.66 -0.16
H -1.0027 -0.0090 0.4172 -0.26 -0.38 -0.28
H 0.7659 -1.3837 -0.4235 -0.49 0.30 -0.44
```
Forces are in eV/Å.

## Properties
Multiplicity = 1
Energy above the lowest of the compared OMol25 structures with the same formula, charge and spin = 3.112 eV
Net charge = 0
Kohn-Sham gap = 7.881 eV

4.
Molecular formula: C4H8NO2Si
Method: DFT, ωB97M-V/def2-TZVPD

```
16
Properties=species:S:1:pos:R:3:forces:R:3
H 0.0712 -0.4017 -3.0243 -1.16 1.01 1.35
N -0.4931 0.4629 -2.7593 0.62 -0.67 -0.98
C -1.2041 0.5328 -1.7027 1.54 -0.25 -1.68
C -1.3945 -0.4641 -0.6385 0.59 4.65 2.63
C -0.8029 0.0599 0.8312 -0.39 -1.30 -1.05
Si 1.1601 -0.3281 0.7048 -1.64 0.11 2.54
C 2.2748 0.4688 2.1198 -0.15 -2.09 -0.71
O 2.5876 1.6500 1.9267 0.19 0.07 0.80
O 2.6025 -0.4549 2.9312 -0.02 1.72 -0.22
H -1.6798 1.5078 -1.6847 -0.48 0.06 0.80
H -2.4142 -0.4846 -0.4790 -2.38 -0.70 0.25
H -0.9730 -1.3472 -0.8511 1.36 -3.36 -0.91
H -1.0259 1.1690 0.9563 0.08 -1.51 0.08
H -1.3920 -0.6508 1.5748 1.42 1.85 -1.09
H 1.1560 -1.8121 0.6746 0.03 -0.18 -0.04
H 1.5276 0.0923 -0.5797 0.39 0.58 -1.77
```
Forces are in eV/Å.

## Properties
SMILES = [H]/N=C\CC[SiH2]C(=O)[O-]
Multiplicity = 1
Energy above the lowest of the compared OMol25 structures with the same formula, charge and spin = 1.647 eV
Net charge = -1
Kohn-Sham gap = 7.105 eV

5.
Molecular formula: C4H5NO
Method: DFT, ωB97M-V/def2-TZVPD

```
11
Properties=species:S:1:pos:R:3:forces:R:3
C 0.0447 0.5294 0.7451 -0.27 -0.84 0.38
C -0.6694 0.2947 -0.2909 0.16 0.23 0.31
C 0.1930 -1.6183 -2.4058 -0.12 0.02 -1.44
C 0.1380 0.9398 2.1592 -1.80 -1.24 1.06
N -0.8204 -1.2770 -2.9643 0.33 -0.62 0.13
O 1.2108 -2.1076 -2.1031 -0.26 0.21 0.70
H 0.9892 0.3168 0.2406 0.59 -0.20 -0.75
H -0.8085 0.8195 2.7176 0.23 -0.58 -0.48
H 0.9179 0.5737 2.8176 0.34 -0.22 -0.60
H 0.1465 1.9583 2.0891 0.77 3.01 0.25
H -1.3418 -0.4293 -3.0052 0.03 0.23 0.43
```
Forces are in eV/Å.

## Properties
Multiplicity = 1
Energy above the lowest of the compared OMol25 structures with the same formula, charge and spin = 4.181 eV
Net charge = 0
Kohn-Sham gap = 10.292 eV

6.
Molecular formula: C5H9N
Method: DFT, ωB97M-V/def2-TZVPD

```
15
Properties=species:S:1:pos:R:3:forces:R:3
C 2.5187 -0.4305 0.0620 0.91 -0.58 1.21
C 1.5567 0.2884 -0.4588 -0.23 0.52 -2.80
C 0.2504 0.2892 0.1115 -0.61 -0.99 1.82
C -0.7451 1.3566 0.1995 -0.80 1.33 -2.00
N -1.0099 0.1510 -0.5968 0.07 -0.61 -0.16
C -1.9262 -0.9115 -0.1044 0.86 0.04 0.39
H 2.3553 -0.9422 1.0572 0.36 0.55 -1.29
H 3.4864 -0.4927 -0.4207 0.02 -0.13 0.21
H 1.5628 0.7496 -1.4544 0.79 0.01 0.29
H 0.4094 -0.3932 0.9506 -1.20 0.34 0.69
H -0.7706 2.2693 -0.4694 0.69 -1.08 0.79
H -1.2528 1.5941 1.0982 -0.51 -0.42 1.03
H -1.9581 -0.8636 1.0290 -0.25 -0.34 -1.10
H -1.5638 -1.9415 -0.4481 -0.39 1.51 0.51
H -2.9132 -0.7232 -0.5554 0.29 -0.15 0.41
```
Forces are in eV/Å.

## Properties
SMILES = C=C[C@H]1CN1C
Multiplicity = 1
Energy above the lowest of the compared OMol25 structures with the same formula, charge and spin = 2.600 eV
Net charge = 0
Kohn-Sham gap = 10.228 eV

7.
Molecular formula: C12H18NS
Method: DFT, ωB97M-V/def2-TZVPD

```
32
Properties=species:S:1:pos:R:3:forces:R:3
C 2.5211 -0.3845 -0.4197 -1.28 -0.51 1.87
C 1.2163 0.2071 -0.2461 2.22 0.01 -0.37
C 3.2769 -1.3467 -0.9512 -3.86 0.22 -2.07
C 0.0484 0.4428 -0.8154 -0.49 1.35 2.93
C 2.3279 0.6439 0.7271 0.09 -0.52 -2.27
C -4.1437 -0.3225 -0.3497 4.39 0.69 0.95
C -2.7780 -0.2815 -0.2386 -2.67 -0.82 -1.45
C -1.6674 0.4669 1.8465 0.22 -0.57 2.30
C 4.6400 -1.5519 -0.5789 2.08 0.46 -0.36
C 2.9841 1.9722 0.3969 -4.29 2.08 0.10
C -4.8950 -1.4280 -0.9473 1.16 -0.54 0.74
C -0.9150 1.4231 -0.1916 2.76 2.26 0.18
N -2.1273 0.7778 0.4780 0.35 -0.18 0.34
S -2.0073 -1.0191 2.6707 0.31 2.10 -1.32
H 2.7451 -1.9343 -1.8390 1.48 1.09 1.95
H -0.2996 -0.0776 -1.6178 -0.54 -1.36 -2.41
H 2.2058 0.4356 1.7955 0.26 -0.41 -0.45
H -4.6150 0.4399 0.2626 -0.69 0.08 -0.43
H -2.1060 -1.0443 -0.6528 -0.23 0.56 0.19
H 4.7691 -2.3103 0.1538 0.00 -1.07 0.56
H 5.0292 -0.6410 -0.0764 0.05 -0.45 -0.66
H 5.2005 -1.8525 -1.4861 0.18 0.37 0.70
H 3.8278 2.2014 0.9582 1.44 0.25 1.20
H 2.1232 2.7647 0.6392 2.10 -1.08 -0.26
H 3.2025 2.1703 -0.6446 0.00 -0.55 -0.31
H -4.3703 -2.0285 -1.6811 0.48 0.50 -0.49
H -5.7252 -0.9268 -1.4252 -1.17 -1.13 0.50
H -4.8266 -2.1513 -0.0820 -2.03 0.47 -0.76
H -1.0407 2.3446 -0.8864 -1.18 -1.87 0.91
H -0.3874 1.9022 0.6939 -0.58 -0.65 -1.00
H -2.7258 1.5891 0.6840 -0.39 -0.30 -0.18
H -1.4874 -0.4808 3.8238 -0.19 -0.45 -0.64
```
Forces are in eV/Å.

## Properties
Multiplicity = 1
Energy above the lowest of the compared OMol25 structures with the same formula, charge and spin = 6.985 eV
Net charge = +1
Kohn-Sham gap = 7.063 eV

8.
Molecular formula: C4H17N2O2S2
Method: DFT, ωB97M-V/def2-TZVPD

```
27
Properties=species:S:1:pos:R:3:forces:R:3
N -0.9671 -0.1779 -1.2933 2.05 -1.53 -0.26
C -0.8652 1.2581 -1.3609 -1.40 3.02 0.93
C 0.3988 1.7667 -0.7142 1.85 2.43 0.04
S 0.0320 1.3266 1.1210 2.68 -1.13 -0.03
S 0.3850 2.4568 2.6737 -0.06 0.79 -0.48
C 1.3564 -0.0619 1.5244 -1.92 -0.89 -4.69
C 0.3698 -1.1400 1.9243 -0.73 -2.02 1.58
N -0.0743 -1.9603 0.7362 1.82 3.03 -1.13
H -1.1156 -0.6664 -0.3563 0.21 0.86 -0.03
H -0.0160 -0.5109 -1.5419 -0.58 -0.32 -0.37
H -1.6537 -0.5753 -1.8995 -0.54 -0.24 -0.78
H -1.7414 1.6847 -0.8216 0.73 -0.32 -0.37
H -0.9596 1.7287 -2.3344 0.08 -0.89 -0.65
H 0.4415 2.9293 -0.6517 -0.48 -1.95 -0.43
H 1.3645 1.5167 -1.3558 -1.72 -0.09 1.90
H 1.9984 0.4311 2.1961 0.61 0.18 1.05
H 1.9318 -0.4813 0.5332 -1.15 1.36 2.34
H 0.9051 -1.8285 2.6390 -0.76 0.65 -0.32
H -0.6124 -0.7222 2.4000 2.07 -0.67 -0.45
H 0.7070 -1.9281 -0.0124 -1.91 -1.41 1.82
H -0.7019 -2.7246 0.9228 0.71 -0.44 -0.23
H 2.0754 -1.2541 -2.8552 -1.17 -0.92 -5.94
H 3.1803 -0.8237 -1.9800 -0.58 -0.24 0.11
O 2.2594 -1.1456 -2.0054 1.54 1.16 5.82
H -3.1858 -0.3544 1.2660 1.72 1.73 -1.46
H -3.0004 1.0299 0.5112 -0.18 -0.15 0.37
O -2.5119 0.2266 0.7346 -2.88 -2.00 1.65
```
Forces are in eV/Å.

## Properties
Multiplicity = 1
Energy above the lowest of the compared OMol25 structures with the same formula, charge and spin = 2.718 eV
Net charge = +1
Kohn-Sham gap = 7.993 eV

no.,LUMO level (eV)
1,2.2
2,-4.0
3,0.4
4,3.7
5,-0.2
6,1.2
7,-4.6
8,-3.1